{
  "formula": "C30H56Cl10O10S3",
  "method": "ωB97M-V with the def2-TZVPD basis set",
  "e_homo_ev": -9.77,
  "charge": 0,
  "lumo_energy_ev": 0.05,
  "symbols": ["O", "S", "O", "C", "C", "C", "C", "H", "H", "H", "H", "H", "H", "H", "H", "O", "S", "O", "C", "C", "C", "C", "H", "H", "H", "H", "H", "H", "H", "H", "O", "S", "O", "C", "C", "C", "C", "H", "H", "H", "H", "H", "H", "H", "H", "O", "C", "C", "C", "C", "O", "H", "H", "H", "H", "H", "H", "O", "C", "C", "C", "C", "O", "H", "H", "H", "H", "H", "H", "Cl", "C", "C", "Cl", "H", "H", "H", "H", "Cl", "C", "C", "Cl", "H", "H", "H", "H", "Cl", "C", "C", "Cl", "H", "H", "H", "H", "Cl", "C", "C", "Cl", "H", "H", "H", "H", "Cl", "C", "C", "Cl", "H", "H", "H", "H"],
  "positions_angstrom": [[-3.800, -25.110, -1.818], [-4.281, -23.982, -2.633], [-3.613, -23.587, -3.870], [-6.068, -24.167, -2.999], [-6.743, -23.016, -2.207], [-5.782, -21.880, -1.969], [-4.472, -22.557, -1.485], [-6.276, -25.204, -2.735], [-6.120, -24.151, -4.088], [-7.516, -22.594, -2.849], [-7.276, -23.298, -1.299], [-6.224, -21.249, -1.199], [-5.604, -21.439, -2.950], [-4.709, -23.064, -0.550], [-3.562, -21.963, -1.401], [-1.116, -23.308, 0.647], [0.202, -23.448, -0.080], [1.386, -24.044, 0.539], [-0.151, -24.053, -1.677], [-0.198, -22.858, -2.676], [-0.033, -21.479, -1.945], [0.717, -21.824, -0.659], [-0.989, -24.742, -1.573], [0.713, -24.689, -1.866], [0.632, -23.046, -3.358], [-1.119, -22.914, -3.256], [-0.984, -21.008, -1.698], [0.568, -20.828, -2.579], [0.708, -21.140, 0.190], [1.755, -22.002, -0.941], [-4.166, -19.735, -8.361], [-5.248, -19.614, -9.401], [-6.110, -18.438, -9.446], [-4.585, -19.803, -11.128], [-4.941, -21.221, -11.490], [-6.318, -21.588, -11.024], [-6.287, -21.203, -9.522], [-3.604, -19.345, -11.256], [-5.269, -19.162, -11.685], [-4.894, -21.305, -12.575], [-4.276, -21.929, -10.996], [-6.446, -22.648, -11.243], [-7.119, -21.077, -11.556], [-5.693, -21.996, -9.068], [-7.239, -21.121, -8.996], [-1.307, -21.773, -9.943], [-1.821, -21.809, -8.800], [-1.325, -21.184, -7.471], [-2.011, -22.094, -6.428], [-3.267, -22.446, -7.164], [-2.984, -22.539, -8.516], [-0.241, -21.251, -7.382], [-1.618, -20.148, -7.300], [-1.409, -22.987, -6.262], [-2.167, -21.546, -5.499], [-3.611, -23.407, -6.782], [-4.012, -21.664, -7.021], [4.210, -24.365, -11.981], [3.031, -24.060, -11.714], [1.784, -24.941, -11.533], [1.040, -23.921, -10.678], [1.347, -22.564, -11.149], [2.633, -22.738, -11.681], [1.241, -25.104, -12.464], [2.165, -25.857, -11.079], [-0.030, -24.074, -10.817], [1.285, -23.971, -9.617], [0.630, -22.317, -11.932], [1.354, -21.827, -10.346], [2.506, -20.497, -7.736], [3.459, -20.853, -6.290], [4.364, -19.676, -5.782], [5.592, -19.270, -7.063], [4.139, -21.636, -6.625], [2.812, -21.295, -5.533], [4.931, -19.984, -4.903], [3.860, -18.729, -5.590], [-0.820, -24.098, -14.172], [-1.999, -24.356, -12.797], [-3.417, -24.396, -13.256], [-4.617, -24.748, -11.928], [-1.761, -23.664, -11.989], [-1.737, -25.341, -12.410], [-3.607, -25.247, -13.911], [-3.699, -23.415, -13.639], [-5.500, -26.931, -8.521], [-4.224, -25.872, -8.084], [-2.862, -26.594, -7.951], [-2.050, -26.996, -9.477], [-4.595, -25.503, -7.128], [-4.257, -24.978, -8.707], [-2.903, -27.563, -7.456], [-2.309, -25.844, -7.384], [-6.311, -20.950, -5.784], [-6.394, -19.150, -5.880], [-7.401, -18.584, -4.830], [-6.948, -18.842, -3.066], [-6.757, -18.950, -6.888], [-5.360, -18.805, -5.839], [-8.441, -18.892, -4.942], [-7.435, -17.513, -5.031], [-1.370, -18.629, -3.663], [-2.151, -17.318, -4.619], [-2.105, -17.535, -6.197], [-0.497, -17.751, -6.861], [-1.548, -16.427, -4.438], [-3.142, -17.153, -4.196], [-2.498, -16.641, -6.682], [-2.716, -18.332, -6.623]]
}

***

{
  "formula": "C2H3N3O",
  "method": "ωB97M-V with the def2-TZVPD basis set",
  "e_homo_ev": -8.83,
  "charge": 0,
  "relative_energy_kcal_mol": 101.76,
  "lumo_energy_ev": 0.46,
  "symbols": ["O", "C", "N", "N", "C", "N", "H", "H", "H"],
  "positions_angstrom": [[2.307, -0.066, 0.020], [1.023, -0.057, 0.346], [0.238, 0.916, 0.455], [-1.017, 0.866, 0.138], [-1.190, -1.061, -0.260], [-0.073, -1.517, -0.276], [2.462, 0.558, -0.712], [-1.503, 1.550, 0.738], [-2.247, -1.190, -0.449]]
}

***

{
  "formula": "C22H25N3O4",
  "method": "ωB97M-V with the def2-TZVPD basis set",
  "e_homo_ev": -6.93,
  "charge": 0,
  "relative_energy_kcal_mol": 525.07,
  "lumo_energy_ev": 0.38,
  "symbols": ["C", "O", "C", "C", "C", "C", "N", "C", "O", "C", "C", "N", "C", "C", "N", "C", "C", "C", "C", "C", "C", "O", "C", "C", "C", "C", "O", "C", "C", "H", "H", "H", "H", "H", "H", "H", "H", "H", "H", "H", "H", "H", "H", "H", "H", "H", "H", "H", "H", "H", "H", "H", "H", "H"],
  "positions_angstrom": [[8.199, 2.200, 1.031], [7.881, 1.378, -0.065], [6.522, 0.743, 0.022], [5.571, 0.905, 0.893], [4.235, 0.414, 1.084], [3.855, -0.524, 0.203], [2.551, -0.900, -0.067], [2.221, -1.584, 1.163], [2.666, -1.689, 2.300], [0.569, -1.918, 0.732], [0.607, -1.917, -0.863], [-0.599, -1.378, -1.268], [-0.815, -0.111, -1.144], [-1.771, 0.419, -0.146], [-3.072, -0.474, -0.164], [-4.296, -0.137, 0.212], [-5.080, -0.868, 1.316], [-6.200, -0.479, 1.731], [-6.797, 0.682, 1.521], [-6.046, 1.653, 0.252], [-4.738, 1.138, -0.050], [-4.100, 1.710, -0.920], [-4.639, 3.264, -1.390], [-2.656, -1.722, -0.274], [-1.696, -2.145, -1.649], [1.903, -1.301, -1.219], [2.195, -0.604, -2.151], [4.839, -0.692, -1.084], [6.053, -0.102, -1.051], [8.296, 1.738, 1.939], [7.717, 3.164, 0.853], [9.236, 2.382, 0.776], [5.813, 1.817, 1.784], [3.609, 0.793, 1.762], [0.618, -3.122, 1.243], [-0.011, -1.202, 1.163], [0.628, -2.842, -1.103], [0.027, 0.559, -0.921], [-1.331, 0.272, -2.109], [-2.309, 1.431, 0.122], [-1.530, 0.075, 0.942], [-4.579, -1.984, 1.449], [-6.742, -1.391, 2.315], [-7.659, 0.977, 1.764], [-6.518, 2.407, 0.112], [-5.716, 2.904, -1.746], [-3.931, 3.476, -2.001], [-4.800, 3.924, -0.585], [-3.716, -2.382, -0.397], [-2.160, -2.339, 0.795], [-1.450, -3.186, -1.271], [-2.255, -1.826, -2.386], [4.532, -1.207, -1.723], [6.868, -0.401, -1.731]]
}

***

{
  "formula": "C2H4N6",
  "method": "ωB97M-V with the def2-TZVPD basis set",
  "e_homo_ev": -10.12,
  "charge": 0,
  "relative_energy_kcal_mol": 61.63,
  "lumo_energy_ev": 0.47,
  "symbols": ["H", "N", "C", "N", "N", "C", "N", "N", "N", "H", "H", "H"],
  "positions_angstrom": [[-0.565, 1.747, -0.635], [-1.502, 1.242, -0.396], [-1.065, 0.090, 0.001], [-1.670, -1.112, 0.275], [0.418, 0.000, 0.072], [1.284, 0.926, 0.416], [2.510, 0.502, 0.073], [2.201, -0.873, -0.356], [1.025, -1.198, -0.215], [-0.806, -1.790, 0.529], [-2.694, -1.320, -0.239], [0.863, 1.787, 0.473]]
}